No. 1
Below is a molecular structure, C17H31Cl3O2P2Re, with properties calculated with wB97M-V/def2-TZVPD.

Summary:
- Net charge: +2
- HOMO-LUMO gap (alpha / beta): 0.133 / 0.081 Eh
- Lowest unoccupied orbital energy (alpha / beta): -9.6 / -11.0 eV
- 2S+1: 4

Cartesian coordinates (Å):
P 1.581 3.072 0.741
P -1.798 -1.118 2.034
C -1.268 0.846 -1.679
C -2.260 -0.192 -1.462
H -1.218 1.265 -2.695
H -0.953 1.498 -0.853
H -2.821 -0.273 -0.532
H -2.801 -0.549 -2.345
C -1.013 -2.256 3.180
H -0.986 -1.848 4.197
H 0.007 -2.456 2.811
H -1.569 -3.203 3.134
C -3.588 -0.976 2.136
H -3.956 -1.962 1.818
H -3.978 -0.242 1.418
H -3.937 -0.738 3.146
C 3.322 2.784 0.247
H 3.923 3.684 0.413
H 3.336 2.495 -0.809
H 3.710 1.958 0.858
C 1.039 4.116 -0.674
H -0.052 4.204 -0.637
H 1.330 3.633 -1.612
H 1.492 5.113 -0.617
Re -0.250 -1.096 -1.568
C -0.746 -2.871 -2.215
C -0.146 -2.947 -0.839
C 1.290 -3.404 -0.688
C 2.325 -2.341 -1.124
C 1.697 -1.025 -1.535
C 1.127 -0.858 -2.888
C 1.062 -2.014 -3.858
C 0.083 -3.156 -3.428
C 1.815 4.355 2.043
H -1.771 -3.242 -2.242
H -0.828 -3.274 -0.064
H 1.397 -4.336 -1.252
H 1.450 -3.671 0.367
H 2.975 -2.137 -0.263
H 2.961 -2.736 -1.924
H 2.169 -0.153 -1.057
H 1.231 0.155 -3.322
H 2.054 -2.412 -4.094
H 0.670 -1.614 -4.799
H -0.641 -3.302 -4.241
H 0.567 -4.127 -3.313
H 0.971 5.053 2.015
H 2.767 4.885 1.897
H 1.814 3.852 3.017
Cl -3.816 2.536 3.750
C -2.116 2.523 3.257
Cl -1.979 3.034 1.526
Cl -1.047 3.492 4.261
C -1.660 1.049 3.474
O -1.675 0.507 4.562
O -1.295 0.417 2.325

Atomic partial charges in e from the Löwdin method, atoms 1 to 2: 0.73 0.89


No. 2
Below is a molecular structure, C19H12BCl2F4N4O2S2Tm, with properties calculated with wB97M-V/def2-TZVPD.

Summary:
- Net charge: -2
- HOMO-LUMO gap: 0.254 Eh
- Lowest unoccupied orbital energy: 4.3 eV
- 2S+1: 3

Cartesian coordinates (Å):
Tm -2.341 12.906 10.275
O -0.734 13.433 11.516
C -0.056 14.485 11.928
C 0.626 14.369 13.171
C 1.357 15.435 13.636
C 1.368 16.677 12.965
C 0.677 16.796 11.759
C -0.030 15.705 11.216
C -0.853 15.981 10.015
N -1.661 15.133 9.504
N -2.394 15.652 8.436
C -3.401 14.865 8.196
O -3.708 13.763 8.817
C -4.358 15.281 7.117
C -4.246 16.547 6.494
C -5.088 16.902 5.469
C -6.023 15.983 4.991
C -6.177 14.732 5.585
C -5.363 14.407 6.654
H 0.503 13.461 13.744
H 1.895 15.313 14.557
H 1.883 17.500 13.435
H 0.650 17.748 11.203
H -0.861 16.986 9.566
H -3.515 17.207 6.921
H -4.962 17.852 4.959
H -6.643 16.277 4.156
H -6.980 14.069 5.220
H -5.472 13.423 7.057
S -0.877 11.012 8.862
C -2.337 10.143 8.580
S -3.773 10.680 9.370
C -2.343 8.986 7.784
C -1.222 8.504 7.065
N -0.288 8.062 6.574
C -3.549 8.287 7.519
N -4.554 7.779 7.291
Cl -8.004 13.319 8.161
C -6.778 12.499 9.173
Cl -6.743 13.115 10.795
H -5.820 12.623 8.699
H -7.060 11.446 9.147
F -4.865 14.204 13.365
B -3.596 14.026 12.853
F -3.530 12.679 12.234
F -2.644 14.085 13.826
F -3.371 14.883 11.753

Atomic partial charges in e from the Löwdin method, atoms 1 to 2: 1.21 -0.25


For reference, electronic energy by record: -2957.49906; -4327.55222 Ha.